Entry from OMol25: one molecule with the formula C30H51NO5 at a distorted geometry (ωB97M-V with the def2-TZVPD basis set).

Each line ends with the Mulliken charge.
Geometry (Å):
C -2.704 7.367 2.893  -1.0775
C -2.907 7.645 1.256  1.4256
C -4.011 8.836 0.952  -1.2199
C -1.440 8.306 0.789  -1.3236
C -3.077 6.293 0.367  -1.0703
C -4.504 5.518 0.444  1.6520
C -5.026 5.102 1.938  -1.3852
C -5.759 6.240 -0.327  -1.3113
C -4.276 4.069 -0.365  -0.1992
C -3.855 2.685 0.457  -0.2707
C -3.568 1.226 -0.308  -0.3508
C -3.697 1.168 -1.961  0.1510
O -3.404 -0.111 -2.689  -0.3901
C -1.962 0.064 -3.064  -0.3543
C -1.054 -1.278 -2.787  -0.4146
O 0.285 -0.992 -2.203  -0.3637
C 1.351 -1.139 -3.206  -0.6000
C 2.208 -2.532 -3.119  -0.5056
C 2.656 -2.985 -1.609  0.2224
C 3.059 -4.588 -1.866  -1.0813
C 4.006 -4.993 -0.550  0.2601
C 2.874 -5.274 0.603  -0.5067
C 3.276 -6.416 1.709  -0.4863
C 1.894 -6.742 2.588  -0.5284
C 2.166 -7.668 3.913  -0.5300
C 1.568 -9.178 3.639  -0.5134
N 0.106 -9.203 3.238  -0.5331
O 4.494 -3.625 -0.178  -0.4560
C 4.132 -2.461 -1.023  0.0793
C 5.223 -1.859 -2.088  -0.4139
C 6.609 -1.291 -1.424  -0.4858
O 7.046 -1.977 -0.199  -0.2526
C 6.750 -1.205 1.017  0.1839
O 5.800 -0.279 1.166  -0.4927
C -4.145 2.522 -2.775  -0.3729
C -4.424 3.949 -2.005  -0.2566
H -1.972 8.169 3.331  0.3505
H -2.282 6.254 2.966  0.1986
H -3.757 7.356 3.455  0.2117
H -4.387 8.803 -0.182  0.2112
H -4.894 8.885 1.717  0.2478
H -3.437 9.878 1.042  0.3633
H -1.066 9.111 1.582  0.3547
H -0.656 7.408 0.725  0.3094
H -1.542 8.729 -0.297  0.3428
H -2.865 6.598 -0.766  0.2619
H -2.214 5.531 0.646  0.3891
H -5.829 4.239 1.809  0.3973
H -4.119 4.790 2.627  0.2265
H -5.617 6.040 2.364  0.2897
H -5.510 6.674 -1.384  0.2738
H -6.652 5.448 -0.336  0.3042
H -6.133 7.116 0.386  0.3383
H -3.710 2.653 1.639  0.1517
H -3.278 0.257 0.326  0.2725
H -1.841 0.497 -4.168  0.2106
H -1.523 0.914 -2.355  0.3398
H -1.623 -1.919 -1.957  0.2265
H -0.985 -1.936 -3.757  0.2989
H 0.952 -1.060 -4.327  0.3460
H 2.140 -0.253 -3.076  0.1791
H 1.560 -3.430 -3.561  0.3351
H 3.138 -2.442 -3.851  0.2647
H 1.901 -2.869 -0.711  0.3468
H 2.198 -5.336 -2.128  0.3881
H 3.827 -4.566 -2.778  0.3081
H 4.820 -5.835 -0.717  0.3010
H 2.703 -4.243 1.169  0.1269
H 1.908 -5.660 0.050  0.1600
H 4.141 -6.044 2.419  0.2701
H 3.580 -7.461 1.232  0.2263
H 1.141 -7.231 1.821  0.2346
H 1.433 -5.698 2.882  0.2896
H 1.696 -7.151 4.879  0.2910
H 3.336 -7.690 4.105  0.2826
H 1.683 -9.837 4.617  0.2957
H 2.240 -9.670 2.802  0.2351
H -0.480 -9.568 4.025  0.2400
H -0.038 -9.807 2.377  0.2047
H 3.796 -1.680 -0.191  0.2131
H 5.387 -2.643 -2.963  0.3143
H 4.697 -0.923 -2.611  0.0980
H 7.466 -1.485 -2.232  0.2685
H 6.566 -0.103 -1.321  0.2967
H 7.389 -1.473 1.988  0.3065
H -4.256 2.521 -3.955  0.2504
H -4.725 4.946 -2.583  0.1284

Atoms 1-2, force components in eV/Å:
C -0.9538 -0.9568 -0.9578
C 1.3355 1.2219 0.3106

The value obtained for the HOMO energy is -8.17 eV. The calculation puts the LUMO energy at 0.32 eV. Its total energy is -43643.397 eV. Its multiplicity is 1. The value obtained for the HOMO-LUMO gap is 8.49 eV.

=====

Entry from OMol25: C30H51NOsP2 as an isolated structure at a distorted geometry (ωB97M-V with the def2-TZVPD basis set).

Each line ends with the Mulliken charge.
Geometry (Å):
Os -0.342 1.021 -0.047  1.1612
C 0.493 0.524 2.589  0.7073
C 1.186 0.947 1.362  0.6957
C -0.468 2.520 1.931  0.3062
C -0.515 1.462 2.880  0.6211
C 0.705 2.335 1.046  0.1497
C 0.938 -0.637 3.394  -1.4575
H 1.219 -1.472 2.731  0.1131
H 0.165 -0.982 4.102  0.3904
H 1.837 -0.372 3.985  0.4138
C -1.455 1.454 4.030  -1.8301
H -1.301 0.549 4.631  0.4373
H -2.513 1.495 3.722  0.3048
H -1.261 2.330 4.666  0.4364
C -1.160 3.819 2.111  -1.8227
H -0.856 4.252 3.072  0.4761
H -2.247 3.689 2.135  0.3429
H -0.930 4.519 1.298  0.3802
C 1.725 3.446 0.831  -1.6978
H 2.226 3.605 1.795  0.4494
H 1.275 4.404 0.546  0.4596
H 2.499 3.164 0.112  0.3724
C 2.581 0.527 1.034  -1.2229
H 3.285 0.864 1.815  0.3795
H 2.907 0.958 0.080  0.3490
H 2.627 -0.568 0.977  0.2770
C 0.747 -3.836 1.009  -0.6597
C 1.827 -4.124 1.736  -0.6793
C 3.281 -3.847 1.375  -0.5052
C 3.701 -4.297 -0.031  -0.8858
C 3.930 -3.172 -0.999  -0.7365
C 2.895 -2.492 -1.538  -0.8775
C 1.703 -2.194 -0.682  4.5784
C 0.753 -3.386 -0.426  -0.3195
H 3.834 -4.465 2.109  0.5366
H 2.957 -5.010 -0.385  0.3333
H 3.550 -2.805 1.573  0.1807
H 0.923 -4.205 -1.155  0.5847
H -0.250 -3.922 1.461  0.5062
H 1.710 -4.652 2.696  0.4075
H -0.260 -3.019 -0.663  0.0931
H 2.074 -1.898 0.303  -2.3362
H 2.927 -2.109 -2.556  0.3801
H 1.138 -1.326 -1.080  -1.7160
H 4.653 -4.841 0.056  0.4102
H 4.997 -2.939 -1.176  0.3533
P -0.851 -1.053 -2.471  1.0973
P 0.013 2.133 -1.835  1.2347
C -0.636 0.250 -3.798  -1.4210
C -1.108 1.573 -3.204  -0.6084
H -1.224 -0.056 -4.676  0.5611
H 0.418 0.267 -4.108  0.4727
H -1.164 2.353 -3.966  0.7110
H -2.121 1.476 -2.757  0.0231
C -0.288 3.950 -1.960  -1.2796
H 0.107 4.507 -1.097  0.2552
H -1.371 4.137 -2.007  0.4021
H 0.196 4.344 -2.862  0.5134
C 1.785 1.845 -2.218  -1.2879
H 1.979 2.135 -3.259  0.5720
H 2.042 0.787 -2.058  0.0791
H 2.432 2.444 -1.565  0.4018
C -2.569 -1.566 -3.009  -1.5528
H -2.969 -2.292 -2.294  0.4215
H -2.534 -2.051 -4.004  0.4797
H -3.255 -0.714 -3.056  0.3652
C -0.041 -2.323 -3.611  -1.2773
H 0.846 -1.885 -4.086  0.3576
H -0.764 -2.597 -4.401  0.5257
H 0.247 -3.223 -3.058  0.2749
C -1.994 -1.382 1.680  0.0442
C -2.908 -0.319 1.219  -0.0406
C -4.290 -0.160 1.459  -1.0555
C -4.649 1.065 0.895  -1.0342
C -3.484 1.645 0.347  0.4073
C -3.348 2.979 -0.246  -0.6507
N -2.455 0.743 0.487  0.5416
H -1.077 -1.381 1.072  -0.8312
H -2.468 -2.366 1.597  0.7353
H -1.706 -1.227 2.733  0.1241
H -4.921 -0.874 1.994  0.5543
H -5.603 1.554 0.858  0.6161
H -3.958 3.698 0.320  0.5081
H -2.294 3.287 -0.233  -0.4358
H -3.723 2.983 -1.276  0.3556

Atoms 1-2, force components in eV/Å:
Os -3.3641 -3.4873 0.8359
C 1.0274 -0.1928 -1.8581

The relative energy (zero: lowest compared OMol25 entry of this formula, charge and spin) comes out at 0.481 eV. The value obtained for the HOMO energy (alpha / beta) is -12.79 / -12.79 eV. Its charge is +2. The calculation puts the LUMO energy (alpha / beta) at -6.43 / -8.11 eV. Its total energy is -54452.550 eV. Its multiplicity is 5. The value obtained for the HOMO-LUMO gap (alpha / beta) is 6.35 / 4.68 eV.